1.
74
Properties=species:S:1:pos:R:3:mulliken_charge:R:1 method="wB97M-V/def2-TZVPD" total_energy_ev=-63493.6694 total_charge=-1 e_homo_ev=-4.17
B -1.249 0.182 -0.877 0.576
P -0.028 1.658 -0.804 0.208
N 1.088 1.506 0.345 -0.605
H -0.650 -0.777 -1.305 -0.354
H -2.185 0.390 -1.634 -0.242
H -1.714 -0.088 0.201 -0.247
H -0.776 2.868 -0.708 -0.138
H 0.639 1.749 -2.063 -0.125
H 0.915 0.654 0.846 0.158
C 2.882 0.031 -4.208 -1.499
C 3.110 -1.050 -3.178 0.946
C 3.323 -2.424 -3.758 -0.514
O 2.830 -3.271 -2.718 -0.387
C 1.911 -2.558 -2.012 0.498
O 1.192 -3.033 -1.201 -0.513
O 1.940 -1.254 -2.372 -0.157
H 2.748 0.996 -3.721 0.272
H 3.731 0.102 -4.889 0.370
H 1.976 -0.169 -4.783 0.437
H 3.931 -0.769 -2.513 -0.161
H 4.370 -2.641 -3.964 0.325
H 2.733 -2.598 -4.663 0.281
C 4.736 0.071 1.841 -1.362
C 5.672 0.731 0.856 0.456
C 5.570 2.234 0.813 -0.269
O 5.934 2.521 -0.550 -0.347
C 5.642 1.430 -1.288 0.697
O 5.646 1.394 -2.474 -0.564
O 5.339 0.378 -0.497 -0.319
H 4.868 -1.012 1.827 0.382
H 4.923 0.431 2.852 0.388
H 3.696 0.276 1.576 0.242
H 6.706 0.413 1.033 0.212
H 6.251 2.729 1.502 0.295
H 4.555 2.598 0.988 0.150
C 1.447 7.625 -1.259 -1.466
C 1.951 6.290 -0.764 0.520
C 0.997 5.552 0.141 -0.291
O 1.886 4.792 0.962 -0.267
C 3.058 5.445 1.008 0.667
O 3.944 5.176 1.748 -0.578
O 3.091 6.451 0.097 -0.379
H 2.184 8.094 -1.913 0.349
H 0.517 7.506 -1.815 0.380
H 1.277 8.307 -0.425 0.357
H 2.253 5.661 -1.607 0.275
H 0.321 4.895 -0.401 0.106
H 0.417 6.218 0.787 0.299
C -2.282 -3.211 -0.982 -1.311
C -3.156 -4.267 -0.347 0.598
C -3.530 -5.389 -1.279 -0.479
O -4.800 -5.817 -0.764 -0.356
C -5.354 -4.762 -0.127 0.626
O -6.485 -4.728 0.237 -0.561
O -4.463 -3.759 0.012 -0.310
H -2.024 -2.427 -0.272 0.218
H -1.356 -3.651 -1.351 0.344
H -2.801 -2.726 -1.811 0.320
H -2.690 -4.653 0.565 0.240
H -2.816 -6.209 -1.265 0.310
H -3.670 -5.050 -2.309 0.308
C -6.463 -3.657 3.345 -1.421
C -6.071 -2.686 4.435 0.549
C -7.002 -1.510 4.585 -0.501
O -6.134 -0.499 5.108 -0.335
C -4.873 -0.791 4.698 0.620
O -3.947 -0.070 4.824 -0.513
O -4.827 -2.029 4.148 -0.319
H -5.757 -4.487 3.303 0.327
H -7.459 -4.061 3.531 0.396
H -6.452 -3.184 2.364 0.339
H -5.954 -3.215 5.387 0.218
H -7.821 -1.702 5.277 0.312
H -7.408 -1.169 3.629 0.317


2.
8
Properties=species:S:1:pos:R:3:mulliken_charge:R:1 method="wB97M-V/def2-TZVPD" total_energy_ev=-13658.0662 relative_energy_kcal_mol=79.04 total_charge=+1 e_homo_ev=-17.06
F -0.754 -1.063 1.941 -0.097
C -1.188 -0.345 1.007 0.781
N -1.807 0.187 0.067 -0.221
N -0.326 0.634 0.221 -0.302
N 0.697 0.305 -0.616 0.602
F 1.683 -0.290 0.067 -0.066
F 0.495 -0.629 -1.638 -0.108
H 1.201 1.200 -1.048 0.412


3.
133
Properties=species:S:1:pos:R:3:mulliken_charge:R:1 method="wB97M-V/def2-TZVPD" total_energy_ev=-67526.2883 total_charge=+1 e_homo_ev=-9.14
C 1.755 -1.656 -1.311 -0.981
C 1.442 -0.711 -0.428 -0.381
C 1.729 -0.823 1.050 0.426
N 0.552 -0.924 1.949 0.235
C -0.666 -0.375 1.936 0.337
C -1.226 0.541 0.884 -0.925
C -2.194 -0.141 -0.112 -0.731
C -1.776 -1.549 -0.613 -0.198
C -1.523 -1.661 -2.110 0.276
O -1.579 -2.749 -2.630 -0.549
O -1.189 -0.562 -2.865 -0.478
N -1.436 -0.709 2.964 -0.640
C -0.638 -1.532 3.701 0.587
N -1.045 -2.061 4.847 -0.001
C -2.357 -1.785 5.433 -1.151
C -3.383 -2.920 5.260 0.720
O -4.525 -2.706 5.551 -0.491
O -2.928 -4.158 4.804 -0.271
C -2.683 -5.050 5.871 0.561
C -1.972 -4.639 7.159 -0.773
O -3.031 -6.188 5.738 -0.482
N 0.539 -1.686 3.092 0.284
C 1.597 -2.541 3.610 -0.758
O 2.560 -1.830 4.337 -0.536
C 3.788 -1.700 3.684 0.321
C 4.221 -0.402 3.452 -0.489
C 5.430 -0.169 2.842 1.089
C 5.877 1.268 2.648 -1.649
C 6.234 -1.212 2.411 -1.279
C 5.797 -2.495 2.647 -0.340
C 4.593 -2.747 3.286 0.789
C 4.187 -4.214 3.492 0.186
C 3.814 -4.764 2.065 -1.112
C 5.371 -5.100 3.986 -1.446
H 1.789 -2.720 -1.074 0.267
H 2.033 -1.304 -2.306 0.398
H 0.997 0.194 -0.846 0.484
H 2.304 -1.748 1.191 -0.214
H 2.383 -0.022 1.416 0.183
H -1.813 1.295 1.426 0.438
H -0.427 1.116 0.401 0.376
H -3.202 -0.197 0.312 0.408
H -2.291 0.510 -0.991 0.436
H -0.904 -1.982 -0.112 0.193
H -2.609 -2.229 -0.405 0.427
H -0.409 -0.838 -3.365 0.354
H -0.442 -2.667 5.380 0.227
H -2.746 -0.819 5.113 0.442
H -2.186 -1.694 6.515 0.453
H -1.234 -5.424 7.361 0.303
H -2.668 -4.661 8.004 0.270
H -1.440 -3.684 7.119 0.241
H 2.015 -3.078 2.753 0.040
H 1.191 -3.316 4.271 0.380
H 3.629 0.456 3.768 0.599
H 6.460 1.546 3.539 0.308
H 6.552 1.403 1.794 0.390
H 5.052 1.976 2.515 0.361
H 7.178 -1.050 1.901 0.448
H 6.405 -3.347 2.353 0.312
H 3.316 -4.313 4.146 0.241
H 3.262 -5.707 2.130 0.363
H 4.737 -4.855 1.485 0.468
H 3.199 -4.029 1.521 0.098
H 5.946 -5.438 3.116 0.371
H 4.914 -6.017 4.383 0.418
H 6.004 -4.601 4.723 0.356
C -4.845 -0.566 -5.649 -1.254
C -5.448 -1.776 -6.349 -0.466
N -4.451 -2.659 -6.921 0.138
C -5.001 -3.631 -7.852 -0.688
C -5.987 -4.669 -7.306 -0.975
C -3.451 -3.166 -5.997 -0.669
C -3.934 -3.927 -4.758 -0.862
H -4.160 -0.033 -6.310 0.272
H -5.638 0.127 -5.359 0.396
H -4.307 -0.845 -4.741 0.221
H -6.083 -1.402 -7.158 0.561
H -6.114 -2.300 -5.647 0.214
H -4.178 -4.151 -8.349 0.369
H -5.505 -3.076 -8.650 0.391
H -5.486 -5.428 -6.706 0.223
H -6.465 -5.191 -8.138 0.405
H -6.779 -4.216 -6.709 0.275
H -2.848 -2.319 -5.654 0.278
H -2.744 -3.794 -6.546 0.350
H -4.740 -3.406 -4.238 0.198
H -3.108 -4.031 -4.054 0.311
H -4.272 -4.933 -5.003 0.309
C 6.326 5.552 3.912 -1.529
C 5.891 4.978 5.253 -0.360
N 7.000 4.549 6.083 0.164
C 6.596 3.720 7.207 -0.573
C 5.697 4.349 8.276 -1.003
C 8.005 5.560 6.374 -0.708
C 7.542 6.860 7.040 -0.943
H 6.983 4.858 3.384 0.314
H 5.451 5.729 3.284 0.428
H 6.845 6.505 4.023 0.374
H 5.259 4.109 5.041 0.433
H 5.251 5.712 5.765 0.265
H 7.490 3.316 7.689 0.403
H 6.074 2.845 6.802 0.229
H 6.244 5.051 8.904 0.220
H 5.314 3.569 8.937 0.423
H 4.836 4.863 7.846 0.266
H 8.502 5.822 5.436 0.363
H 8.795 5.111 6.981 0.363
H 6.665 7.288 6.553 0.250
H 8.340 7.603 6.980 0.375
H 7.319 6.721 8.097 0.252
C -5.076 5.288 -5.662 -1.516
C -5.242 3.971 -6.408 -0.141
N -6.318 3.997 -7.380 0.091
C -6.693 2.679 -7.863 -0.711
C -5.649 1.879 -8.648 -0.886
C -6.237 5.039 -8.391 -0.717
C -4.973 5.105 -9.256 -0.934
H -6.020 5.606 -5.218 0.341
H -4.349 5.167 -4.857 0.441
H -4.712 6.084 -6.314 0.306
H -5.469 3.201 -5.665 0.296
H -4.278 3.693 -6.862 0.260
H -7.600 2.766 -8.467 0.344
H -6.991 2.080 -6.995 0.380
H -5.503 2.276 -9.651 0.313
H -5.992 0.848 -8.766 0.341
H -4.684 1.844 -8.140 0.180
H -6.351 6.005 -7.890 0.389
H -7.111 4.970 -9.043 0.345
H -4.060 5.042 -8.662 0.240
H -4.948 6.057 -9.790 0.381
H -4.952 4.318 -10.008 0.260